Entry 1:
Below is a cluster of 8 separate species, C60H47INO36 in total in a non-equilibrium geometry, with properties calculated with ωB97M-V/def2-TZVPD.

Properties
Frontier orbital gap: 3.734 eV

Structure (ORCA input):
```
! wB97M-V def2-TZVPD RIJCOSX def2/J DEFGRID3
* xyz -1 1
C 8.537 -4.561 4.355
C 8.553 -4.796 2.761
C 7.243 -4.267 1.990
C 6.854 -2.721 2.335
C 5.226 -2.699 2.410
C 4.434 -2.671 1.065
O 5.201 -2.649 -0.144
C 2.847 -2.697 1.099
C 2.066 -2.661 -0.295
C 1.135 -1.334 -0.428
O 1.766 -0.231 -0.532
I -1.045 -1.335 -0.432
C 2.090 -2.752 2.488
O 0.670 -2.815 2.625
C 0.117 -4.055 2.115
C 0.422 -5.357 2.999
C 0.078 -5.218 4.566
O 1.781 -5.876 2.848
C 2.966 -2.730 3.772
C 4.534 -2.704 3.808
C 5.127 -2.689 5.292
O 6.305 -2.715 5.720
N 3.879 -2.576 6.102
C 3.779 -1.107 6.501
O 4.384 -0.229 5.770
O 3.016 -0.706 7.604
C 2.602 -2.726 5.328
O 1.514 -2.809 5.947
H 7.548 -4.859 4.859
H 9.353 -5.253 4.797
H 8.853 -3.476 4.573
H 8.575 -5.949 2.607
H 9.485 -4.393 2.230
H 6.354 -4.899 2.392
H 7.255 -4.439 0.854
H 7.249 -1.989 1.527
H 7.206 -2.382 3.369
H 5.361 -1.724 -0.456
H 2.877 -2.524 -1.112
H 1.516 -3.627 -0.568
H -1.036 -3.917 2.126
H 0.396 -4.302 1.033
H -0.274 -6.195 2.588
H 1.082 -5.174 5.126
H -0.622 -4.344 4.795
H -0.404 -6.226 4.884
H 1.767 -6.854 2.991
C -1.374 3.276 -5.285
C -0.595 2.437 -4.598
C -1.083 1.093 -4.176
O -0.339 0.346 -3.567
C -2.462 0.725 -4.513
C -3.243 1.565 -5.197
C -2.744 2.898 -5.643
O -3.480 3.638 -6.285
O -4.527 1.234 -5.514
O 0.680 2.776 -4.256
H -1.031 4.252 -5.600
H -2.810 -0.246 -4.186
H -4.880 2.002 -6.006
H 1.032 2.004 -3.768
C -5.501 4.782 -1.304
C -6.696 4.317 -0.931
C -7.595 3.623 -1.897
O -8.672 3.194 -1.517
C -7.141 3.489 -3.285
C -5.948 3.957 -3.659
C -5.038 4.626 -2.687
O -3.947 5.026 -3.060
O -5.514 3.842 -4.946
O -7.141 4.457 0.350
H -4.838 5.285 -0.613
H -7.811 2.999 -3.980
H -4.628 4.255 -4.961
H -8.024 4.039 0.365
C -4.542 -0.006 1.678
C -4.950 -1.119 1.067
C -5.726 -2.165 1.792
O -6.099 -3.162 1.196
C -6.007 -1.948 3.215
C -5.596 -0.836 3.829
C -4.844 0.222 3.096
O -4.500 1.233 3.683
O -5.849 -0.624 5.151
O -4.673 -1.345 -0.251
H -3.979 0.761 1.162
H -6.556 -2.723 3.734
H -5.453 0.247 5.355
H -5.074 -2.213 -0.456
C -11.432 4.445 -3.083
C -12.610 4.086 -3.596
C -13.729 5.062 -3.730
O -14.787 4.705 -4.221
C -13.507 6.432 -3.252
C -12.330 6.790 -2.735
C -11.203 5.821 -2.628
O -10.134 6.187 -2.167
O -12.111 8.058 -2.285
O -12.838 2.810 -4.021
H -10.611 3.747 -2.982
H -14.333 7.126 -3.338
H -11.188 8.064 -1.963
H -13.759 2.807 -4.350
C 2.063 -5.443 -4.037
C 2.817 -6.241 -4.796
C 4.144 -5.798 -5.310
O 4.815 -6.561 -5.985
C 4.591 -4.441 -4.980
C 3.836 -3.641 -4.224
C 2.521 -4.094 -3.688
O 1.865 -3.343 -2.985
O 4.238 -2.376 -3.912
O 2.403 -7.497 -5.131
H 1.099 -5.753 -3.656
H 5.548 -4.125 -5.373
H 3.523 -2.004 -3.358
H 3.122 -7.869 -5.680
C 8.225 2.919 -0.520
C 7.765 1.818 -1.116
C 6.958 0.811 -0.369
O 6.536 -0.178 -0.952
C 6.705 1.051 1.054
C 7.168 2.151 1.652
C 7.952 3.171 0.900
O 8.345 4.174 1.472
O 6.942 2.384 2.974
O 8.013 1.569 -2.434
H 8.810 3.659 -1.051
H 6.133 0.303 1.587
H 7.374 3.239 3.166
H 7.574 0.716 -2.625
C 1.149 3.494 2.899
C 1.871 2.669 2.136
C 3.210 3.060 1.619
O 3.840 2.265 0.943
C 3.712 4.398 1.947
C 2.991 5.226 2.706
C 1.660 4.823 3.247
O 1.036 5.600 3.953
O 3.442 6.475 3.018
O 1.422 1.433 1.796
H 0.176 3.220 3.283
H 4.680 4.676 1.550
H 2.743 6.872 3.575
H 2.130 1.043 1.243
*
```



Entry 2:
Below is a structure of composition C60H48FGeINP3Pt in a non-equilibrium geometry, with properties calculated with ωB97M-V/def2-TZVPD.

Properties
ΔE to the lowest compared entry with this formula, charge and spin: 227.2 kJ/mol
Frontier orbital gap (alpha / beta): 4.936 / 7.226 eV

Structure (ORCA input):
```
! wB97M-V def2-TZVPD RIJCOSX def2/J DEFGRID3
* xyz 0 3
Pt 13.494 13.731 12.148
F 16.015 9.689 12.100
Ge 14.678 10.968 12.260
C 14.989 11.183 14.260
C 15.678 10.073 14.838
C 15.920 10.009 16.190
C 15.474 11.034 17.036
C 14.769 12.097 16.504
C 14.530 12.182 15.125
P 13.849 13.710 14.454
C 12.314 14.001 15.369
C 11.792 15.278 15.690
C 10.573 15.331 16.374
C 9.859 14.197 16.722
C 10.416 12.972 16.422
C 11.587 12.869 15.737
C 14.918 15.075 15.024
C 14.803 16.268 14.316
C 15.554 17.402 14.656
C 16.402 17.334 15.749
C 16.534 16.138 16.449
C 15.781 15.032 16.094
C 13.183 9.966 11.695
C 13.349 8.587 11.483
C 12.248 7.848 11.123
C 11.002 8.423 10.824
C 10.862 9.765 11.046
C 11.894 10.587 11.557
P 11.672 12.306 11.440
C 10.037 12.464 12.209
C 9.101 13.421 11.863
C 7.832 13.337 12.435
C 7.592 12.410 13.469
C 8.561 11.563 13.937
C 9.799 11.570 13.268
C 11.577 12.818 9.629
C 11.944 11.843 8.738
C 12.493 12.181 7.476
C 12.455 13.530 7.048
C 12.150 14.544 7.917
C 11.894 14.270 9.384
C 15.501 11.792 10.597
C 15.561 10.877 9.567
C 16.071 11.164 8.284
C 16.658 12.403 8.083
C 16.613 13.375 9.093
C 15.948 13.115 10.277
P 15.754 14.253 11.705
C 16.382 15.907 11.183
C 15.554 17.006 11.103
C 16.041 18.239 10.696
C 17.333 18.371 10.313
C 18.121 17.244 10.222
C 17.676 16.007 10.694
C 17.107 13.747 12.874
C 17.783 14.766 13.553
C 18.890 14.451 14.306
C 19.353 13.121 14.453
C 18.671 12.140 13.756
C 17.559 12.425 12.988
H 16.047 9.305 14.173
H 16.506 9.155 16.554
H 15.655 10.937 18.061
H 14.331 12.863 17.107
H 12.441 16.095 15.509
H 10.201 16.347 16.640
H 8.930 14.325 17.226
H 9.803 12.096 16.624
H 12.079 11.934 15.538
H 14.067 16.289 13.535
H 15.401 18.337 14.116
H 17.023 18.152 16.088
H 17.170 16.068 17.312
H 15.952 14.128 16.634
H 14.352 8.105 11.610
H 12.385 6.800 10.912
H 10.252 7.769 10.361
H 9.841 10.205 10.779
H 9.315 14.213 11.101
H 7.058 14.085 12.105
H 6.577 12.405 13.937
H 8.383 10.937 14.749
H 10.558 10.869 13.595
H 11.933 10.803 9.020
H 12.822 11.364 6.852
H 12.706 13.732 6.020
H 12.207 15.529 7.569
H 11.094 14.936 9.755
H 15.250 9.856 9.677
H 16.158 10.424 7.495
H 17.088 12.588 7.136
H 17.070 14.359 8.897
H 14.523 16.885 11.443
H 15.397 19.118 10.748
H 17.732 19.319 10.035
H 19.148 17.302 9.854
H 18.354 15.149 10.700
H 17.534 15.846 13.522
H 19.379 15.220 14.910
H 20.214 12.843 15.014
H 19.052 11.120 13.794
H 17.186 11.646 12.381
I 12.058 20.856 9.814
C 11.636 19.135 10.892
C 10.612 18.211 10.580
C 10.384 17.133 11.429
C 11.227 16.937 12.498
N 12.260 17.737 12.722
C 12.479 18.787 11.964
H 10.011 18.482 9.788
H 9.573 16.450 11.207
H 11.059 16.149 13.247
H 13.273 19.420 12.309
C 13.192 14.607 10.179
H 14.051 14.497 9.516
H 13.229 15.710 10.467
*
```